This record from the Open Molecules 2025 dataset describes a cluster of 12 separate species, C56H153F6N28O12P8S2 in total. The level of theory is ωB97M-V with the def2-TZVPD basis set.

Geometry (Å):
C: -1.521 -2.426 1.415
F: -2.561 -2.426 2.240
F: -0.401 -2.732 1.956
F: -1.747 -3.260 0.416
S: -1.295 -0.609 0.620
O: -2.600 -0.395 -0.057
O: -1.061 0.258 1.753
N: 0.013 -0.907 -0.475
S: 0.759 0.338 -0.506
O: -0.021 1.601 -0.449
O: 1.918 0.419 0.386
C: 1.516 0.189 -2.392
F: 1.810 1.390 -2.862
F: 2.640 -0.605 -2.431
F: 0.521 -0.292 -3.126
O: 2.808 -2.330 -13.637
P: 1.425 -1.831 -13.326
N: 1.115 -1.334 -11.707
C: 0.980 -2.327 -10.666
C: 1.665 -0.060 -11.215
N: 0.177 -2.996 -13.607
C: -1.184 -2.874 -13.045
C: 0.237 -3.915 -14.756
N: 0.955 -0.503 -14.327
C: 1.597 -0.273 -15.587
C: -0.402 0.023 -14.281
H: 0.613 -1.909 -9.729
H: 1.936 -2.827 -10.512
H: 0.301 -3.132 -10.945
H: 1.223 0.794 -11.729
H: 2.748 -0.011 -11.330
H: 1.353 0.014 -10.173
H: -2.019 -2.828 -13.744
H: -1.591 -3.811 -12.665
H: -1.284 -2.107 -12.277
H: -0.418 -4.784 -14.687
H: -0.102 -3.472 -15.692
H: 1.290 -4.189 -14.811
H: 1.494 0.808 -15.676
H: 2.633 -0.611 -15.550
H: 1.137 -0.780 -16.435
H: -0.632 0.539 -15.213
H: -0.619 0.620 -13.395
H: -1.103 -0.807 -14.372
O: 11.440 -0.669 -5.453
P: 10.413 -0.179 -6.458
N: 11.021 0.608 -7.872
C: 11.436 -0.276 -8.957
C: 11.925 1.671 -7.721
N: 9.372 1.028 -5.851
C: 8.274 1.481 -6.645
C: 9.135 1.126 -4.429
N: 9.406 -1.441 -7.033
C: 9.238 -2.706 -6.284
C: 8.434 -1.188 -8.047
H: 11.009 0.076 -9.896
H: 10.944 -1.247 -8.912
H: 12.515 -0.387 -9.069
H: 11.985 2.293 -8.614
H: 12.959 1.409 -7.497
H: 11.639 2.330 -6.902
H: 7.434 0.788 -6.697
H: 7.751 2.398 -6.375
H: 8.718 1.648 -7.626
H: 8.899 0.137 -4.038
H: 10.001 1.567 -3.935
H: 8.313 1.793 -4.168
H: 8.914 -2.641 -5.245
H: 8.555 -3.417 -6.749
H: 10.202 -3.205 -6.182
H: 8.795 -0.294 -8.555
H: 7.458 -0.999 -7.601
H: 8.456 -2.013 -8.759
O: -4.042 4.200 12.476
P: -3.906 4.768 11.099
N: -3.845 3.425 9.910
C: -3.440 3.561 8.498
C: -4.307 2.067 10.212
N: -2.443 5.701 10.845
C: -1.181 4.894 10.900
C: -2.409 7.066 11.442
N: -5.252 5.766 10.688
C: -5.317 6.411 9.373
C: -6.175 6.302 11.692
H: -4.159 4.198 7.984
H: -3.325 2.626 7.950
H: -2.498 4.106 8.441
H: -4.472 1.428 9.344
H: -5.184 2.247 10.833
H: -3.609 1.507 10.835
H: -1.232 4.155 11.699
H: -1.058 4.346 9.966
H: -0.271 5.478 11.033
H: -2.120 7.100 12.493
H: -1.733 7.654 10.821
H: -3.380 7.541 11.300
H: -5.179 7.491 9.413
H: -4.581 6.057 8.651
H: -6.359 6.239 9.104
H: -6.829 5.522 12.082
H: -6.951 6.928 11.251
H: -5.660 6.742 12.546
O: -12.742 -0.413 4.487
P: -11.516 0.078 5.237
N: -10.733 -1.018 6.300
C: -11.696 -1.651 7.201
C: -9.690 -1.982 5.900
N: -11.810 1.500 6.111
C: -13.265 1.720 6.398
C: -10.894 2.102 7.101
N: -10.297 0.630 4.140
C: -10.586 0.829 2.765
C: -9.031 1.207 4.584
H: -11.389 -1.701 8.246
H: -12.052 -2.564 6.725
H: -12.570 -1.000 7.185
H: -9.455 -2.552 6.799
H: -8.751 -1.486 5.654
H: -9.954 -2.818 5.251
H: -13.846 1.572 5.488
H: -13.649 1.065 7.180
H: -13.463 2.717 6.791
H: -10.237 1.319 7.477
H: -10.298 2.907 6.670
H: -11.461 2.621 7.874
H: -9.794 0.373 2.171
H: -11.543 0.376 2.506
H: -10.601 1.906 2.599
H: -8.729 0.585 5.427
H: -9.113 2.236 4.935
H: -8.274 1.008 3.825
O: 4.947 -2.102 9.848
P: 4.331 -1.610 8.606
N: 2.717 -2.234 8.401
C: 2.507 -3.697 8.192
C: 1.599 -1.594 9.016
N: 5.193 -1.925 7.099
C: 6.540 -1.415 6.928
C: 4.504 -2.062 5.775
N: 4.069 0.108 8.627
C: 4.631 0.836 9.744
C: 3.972 0.905 7.383
H: 3.487 -4.163 8.095
H: 1.962 -3.725 7.249
H: 2.003 -4.223 9.003
H: 1.703 -0.509 9.018
H: 1.586 -2.000 10.028
H: 0.682 -1.830 8.477
H: 7.081 -1.841 6.083
H: 6.490 -0.339 6.759
H: 7.103 -1.656 7.830
H: 4.018 -1.116 5.534
H: 5.114 -2.362 4.923
H: 3.816 -2.869 6.027
H: 5.694 0.947 9.528
H: 4.179 1.827 9.699
H: 4.407 0.431 10.731
H: 3.926 1.981 7.551
H: 3.102 0.700 6.758
H: 4.848 0.706 6.765
O: -7.444 2.995 -7.977
P: -6.877 2.369 -6.742
N: -7.345 0.723 -6.622
C: -7.332 -0.029 -5.347
C: -7.492 -0.043 -7.821
N: -7.413 3.204 -5.345
C: -8.807 3.214 -5.054
C: -6.751 4.551 -5.072
N: -5.154 2.258 -6.593
C: -4.281 2.561 -7.674
C: -4.474 1.574 -5.437
H: -6.910 0.579 -4.548
H: -6.708 -0.919 -5.437
H: -8.306 -0.322 -4.957
H: -8.032 0.510 -8.589
H: -7.992 -0.999 -7.663
H: -6.494 -0.234 -8.216
H: -9.029 3.941 -4.272
H: -9.440 3.521 -5.886
H: -9.104 2.182 -4.864
H: -5.677 4.460 -4.906
H: -6.838 5.086 -6.018
H: -7.061 5.125 -4.199
H: -3.239 2.514 -7.357
H: -4.495 1.845 -8.467
H: -4.353 3.587 -8.035
H: -5.072 1.498 -4.528
H: -3.577 2.107 -5.122
H: -4.346 0.518 -5.676
O: 1.247 -10.363 3.595
P: 0.754 -11.765 3.439
N: 1.060 -12.815 4.688
C: 1.089 -12.242 6.055
C: 0.978 -14.237 4.723
N: 1.459 -12.493 2.105
C: 2.906 -12.216 1.872
C: 0.707 -13.089 1.003
N: -0.958 -11.872 3.361
C: -1.782 -10.702 2.999
C: -1.758 -13.051 3.731
H: 0.149 -11.705 6.182
H: 1.772 -11.393 6.101
H: 1.237 -12.894 6.916
H: 0.422 -14.663 3.889
H: 0.292 -14.501 5.528
H: 1.909 -14.794 4.827
H: 3.516 -12.585 2.697
H: 3.274 -12.794 1.025
H: 3.014 -11.135 1.774
H: -0.151 -13.671 1.339
H: 0.276 -12.302 0.385
H: 1.347 -13.749 0.418
H: -2.699 -10.952 2.467
H: -2.117 -10.209 3.912
H: -1.227 -10.052 2.324
H: -1.438 -13.533 4.656
H: -1.701 -13.761 2.907
H: -2.812 -12.797 3.847
O: 6.480 7.938 1.463
P: 6.753 8.971 0.416
N: 6.260 10.544 0.781
C: 5.341 10.855 1.817
C: 6.512 11.652 -0.117
N: 6.010 8.651 -1.074
C: 5.302 7.372 -1.269
C: 6.514 9.229 -2.306
N: 8.451 9.050 0.064
C: 9.373 9.683 1.045
C: 9.105 7.827 -0.516
H: 5.814 10.434 2.705
H: 4.373 10.412 1.582
H: 5.208 11.927 1.961
H: 7.590 11.812 -0.106
H: 6.132 12.634 0.162
H: 6.248 11.417 -1.149
H: 4.914 7.173 -2.268
H: 5.932 6.528 -0.986
H: 4.402 7.404 -0.654
H: 5.778 9.663 -2.982
H: 7.264 9.985 -2.073
H: 7.111 8.493 -2.845
H: 9.195 9.248 2.028
H: 10.408 9.795 0.725
H: 9.031 10.718 1.060
H: 8.409 7.470 -1.275
H: 9.236 7.092 0.278
H: 10.030 8.188 -0.967
C: 3.268 -6.398 -0.026
C: 4.002 -6.419 -1.302
N: 4.546 -6.415 -2.310
H: 3.858 -6.881 0.752
H: 2.276 -6.840 -0.113
H: 3.243 -5.346 0.261
C: -0.673 -4.903 -4.090
C: -1.152 -6.295 -3.738
N: -1.485 -7.304 -3.361
H: -1.433 -4.179 -3.796
H: -0.435 -4.747 -5.142
H: 0.212 -4.633 -3.515
C: -4.690 6.430 0.415
C: -4.127 6.542 1.697
N: -3.676 6.634 2.757
H: -3.916 5.856 -0.095
H: -4.943 7.309 -0.178
H: -5.572 5.800 0.524

Computed properties:
Total charge: -1
E_LUMO (eV): 1.49
Total energy (eV): -239134.66701

Atomic partial charges in e from the Löwdin method, atoms 1 to 99: atom 1 (C): -0.7051, atom 2 (F): 0.1487, atom 3 (F): 0.1790, atom 4 (F): 0.1303, atom 5 (S): 0.7147, atom 6 (O): -0.3447, atom 7 (O): -0.3111, atom 8 (N): -0.3168, atom 9 (S): 0.4927, atom 10 (O): -0.3526, atom 11 (O): -0.3414, atom 12 (C): -0.6015, atom 13 (F): 0.1234, atom 14 (F): 0.0799, atom 15 (F): 0.1037, atom 16 (O): -0.3127, atom 17 (P): 0.6350, atom 18 (N): -0.3136, atom 19 (C): -0.1302, atom 20 (C): -0.0974, atom 21 (N): -0.2919, atom 22 (C): -0.1661, atom 23 (C): -0.1085, atom 24 (N): -0.3193, atom 25 (C): -0.1376, atom 26 (C): -0.1108, atom 27 (H): 0.0856, atom 28 (H): 0.0868, atom 29 (H): 0.0636, atom 30 (H): 0.0657, atom 31 (H): 0.0829, atom 32 (H): 0.0780, atom 33 (H): 0.0701, atom 34 (H): 0.0716, atom 35 (H): 0.0749, atom 36 (H): 0.0771, atom 37 (H): 0.0716, atom 38 (H): 0.0744, atom 39 (H): 0.0818, atom 40 (H): 0.0757, atom 41 (H): 0.0779, atom 42 (H): 0.0810, atom 43 (H): 0.0794, atom 44 (H): 0.0551, atom 45 (O): -0.3111, atom 46 (P): 0.6403, atom 47 (N): -0.3134, atom 48 (C): -0.1234, atom 49 (C): -0.1653, atom 50 (N): -0.3105, atom 51 (C): -0.1520, atom 52 (C): -0.1125, atom 53 (N): -0.3127, atom 54 (C): -0.0926, atom 55 (C): -0.1533, atom 56 (H): 0.0813, atom 57 (H): 0.0677, atom 58 (H): 0.0856, atom 59 (H): 0.0855, atom 60 (H): 0.0833, atom 61 (H): 0.0824, atom 62 (H): 0.0672, atom 63 (H): 0.0855, atom 64 (H): 0.0720, atom 65 (H): 0.0795, atom 66 (H): 0.0798, atom 67 (H): 0.0819, atom 68 (H): 0.0737, atom 69 (H): 0.0804, atom 70 (H): 0.0730, atom 71 (H): 0.0599, atom 72 (H): 0.0781, atom 73 (H): 0.0900, atom 74 (O): -0.3218, atom 75 (P): 0.6517, atom 76 (N): -0.2894, atom 77 (C): -0.1217, atom 78 (C): -0.1244, atom 79 (N): -0.2951, atom 80 (C): -0.1075, atom 81 (C): -0.1085, atom 82 (N): -0.3212, atom 83 (C): -0.1191, atom 84 (C): -0.1185, atom 85 (H): 0.0545, atom 86 (H): 0.0821, atom 87 (H): 0.0557, atom 88 (H): 0.0756, atom 89 (H): 0.0688, atom 90 (H): 0.0713, atom 91 (H): 0.0731, atom 92 (H): 0.0551, atom 93 (H): 0.0788, atom 94 (H): 0.0795, atom 95 (H): 0.0770, atom 96 (H): 0.0592, atom 97 (H): 0.0737, atom 98 (H): 0.0616, atom 99 (H): 0.0816